DFT (wB97M-V/def2-TZVPD) results for one molecule with the formula C4H4O2 at a distorted geometry.

Geometry (Å):
C -1.49 -1.68 -1.02
C -1.22 -0.71 -0.35
C -0.43 0.41 0.20
C 0.95 0.34 0.57
O 1.38 -0.56 1.24
O 1.75 1.40 0.15
H -2.02 -2.48 -1.53
H -1.03 0.82 1.01
H -0.53 1.27 -0.57
H 2.64 1.20 0.30

Results
Calculated total energy, Eh: -305.22327
SMILES string: C#CCC(=O)O
Kohn-Sham gap, eV: 10.99
Relative energy (zero: lowest compared OMol25 entry of this formula, charge and spin), kJ/mol: 147.5
LUMO energy, eV: 0.690
Spin multiplicity: 1


DFT (wB97M-V/def2-TZVPD) results for one molecule with the formula C4H4O2.

Geometry (Å):
O -2.25 -0.23 -0.64
C -1.16 0.11 0.09
C -0.14 -0.83 0.35
O -0.08 -2.04 0.10
C 1.05 0.06 0.38
C 2.11 0.67 0.13
H -1.97 -0.98 -1.19
H -1.28 0.99 0.71
H 0.68 1.07 -0.19
H 3.05 1.16 0.26

Results
Calculated total energy, Eh: -305.06632
Kohn-Sham gap (alpha / beta), eV: 7.28 / 7.28
Relative energy (zero: lowest compared OMol25 entry of this formula, charge and spin), kJ/mol: 559.6
LUMO energy (alpha / beta), eV: -0.059 / -0.055
Spin multiplicity: 1


DFT (wB97M-V/def2-TZVPD) results for a 2-piece molecular cluster, C4H4O2 overall at a distorted geometry.

Geometry (Å):
O -0.18 1.18 2.19
C 0.10 0.06 2.48
C 0.15 -1.16 1.92
O 0.34 -2.30 1.99
C -0.68 0.20 -1.17
C 0.48 0.56 -1.65
H -1.39 0.85 -0.95
H -0.94 -0.82 -1.16
H 1.11 -0.17 -2.04
H 1.00 1.60 -1.62

Results
Calculated total energy, Eh: -305.13442
SMILES string: O=C=C=O.C=C
Kohn-Sham gap (alpha / beta), eV: 7.47 / 7.47
Relative energy (zero: lowest compared OMol25 entry of this formula, charge and spin), kJ/mol: 380.8
LUMO energy (alpha / beta), eV: -1.558 / -1.560
Spin multiplicity: 1


DFT (wB97M-V/def2-TZVPD) results for one molecule with the formula C4H4O2 at a distorted geometry.

Geometry (Å):
C -1.93 1.62 -0.75
C -0.93 0.95 -0.63
C 0.26 0.16 -0.42
O 1.21 0.13 -1.19
C 0.30 -0.66 0.78
O 1.65 -1.36 0.81
H -2.81 2.21 -0.88
H 0.04 -0.25 1.74
H 0.22 -1.80 0.60
H 2.01 -1.01 -0.06

Results
Calculated total energy, Eh: -305.14418
SMILES string: C#CC(=O)CO
Kohn-Sham gap, eV: 9.67
Relative energy (zero: lowest compared OMol25 entry of this formula, charge and spin), kJ/mol: 355.2
LUMO energy, eV: -0.285
Spin multiplicity: 1


DFT (wB97M-V/def2-TZVPD) results for one molecule with the formula C4H4O2 at a distorted geometry.

Geometry (Å):
C 2.72 0.41 0.65
C 1.56 0.25 0.33
C 0.20 -0.31 -0.03
O 0.17 -1.51 -0.18
C -1.19 0.38 -0.26
O -2.26 -0.47 0.11
H 3.75 0.57 0.94
H -1.36 1.30 0.30
H -1.25 0.59 -1.35
H -2.34 -1.21 -0.51

Results
Calculated total energy, Eh: -305.19344
SMILES string: C#CC(=O)CO
Kohn-Sham gap, eV: 10.44
Relative energy (zero: lowest compared OMol25 entry of this formula, charge and spin), kJ/mol: 225.9
LUMO energy, eV: 0.133
Spin multiplicity: 1


DFT (wB97M-V/def2-TZVPD) results for one molecule with the formula C4H4O2.

Geometry (Å):
C 1.55 0.92 -0.11
C 0.54 0.13 0.20
C -0.07 -1.13 0.56
O 0.04 -2.33 0.59
C -0.99 0.01 0.27
O -1.87 0.04 -0.81
H 1.36 1.88 -0.60
H 2.58 0.67 0.11
H -1.39 0.56 1.12
H -1.75 -0.76 -1.33

Results
Calculated total energy, Eh: -305.18183
SMILES string: C=C1C(=O)[C@@H]1O
Kohn-Sham gap, eV: 9.08
Relative energy (zero: lowest compared OMol25 entry of this formula, charge and spin), kJ/mol: 256.3
LUMO energy, eV: -0.552
Spin multiplicity: 1


DFT (wB97M-V/def2-TZVPD) results for a 2-piece molecular cluster, C4H4O2 overall.

Geometry (Å):
C -1.64 -0.48 0.09
C -0.76 0.30 -0.47
C 0.12 1.10 -1.02
H -2.15 -1.26 -0.46
H -1.86 -0.39 1.15
H 1.18 0.86 -1.06
H -0.19 2.03 -1.47
O 2.75 0.22 0.86
C 1.90 -0.43 1.31
O 1.07 -1.10 1.78

Results
Calculated total energy, Eh: -305.26372
SMILES string: C=C=C.O=C=O
Kohn-Sham gap, eV: 10.65
Relative energy (zero: lowest compared OMol25 entry of this formula, charge and spin), kJ/mol: 41.3
LUMO energy, eV: 0.645
Spin multiplicity: 1


DFT (wB97M-V/def2-TZVPD) results for C4H4O2 as an isolated structure.

Geometry (Å):
O -1.06 -1.57 1.02
C -0.44 -0.89 0.27
C 0.41 -0.82 -0.91
C 0.50 0.33 0.13
O -0.01 1.56 -0.35
C -1.15 1.49 0.39
H -0.03 -0.47 -1.84
H 1.24 -1.51 -1.01
H 1.34 0.42 0.82
H -0.82 1.47 1.47

Results
Calculated total energy, Eh: -305.06635
Kohn-Sham gap, eV: 8.56
Relative energy (zero: lowest compared OMol25 entry of this formula, charge and spin), kJ/mol: 559.5
LUMO energy, eV: -0.264
Spin multiplicity: 1